Model w:
19
Properties=species:S:1:pos:R:3 method="wB97M-V/def2-TZVPD" charge=+1 lumo_ha=-0.3239 homo_energy_ev=-14.4
C -2.20858 0.58928 -0.59437
O -3.39474 0.20956 0.06623
C -1.10506 -0.00563 0.26977
C 0.32410 0.49731 -0.19054
S 1.50579 -0.37479 0.70117
N -1.24209 -1.41761 0.28766
H -2.13012 1.65342 -0.66104
H -2.15923 0.18631 -1.60876
H -4.17229 0.55377 -0.38381
H -1.22695 0.41251 1.26890
H 0.33985 1.57851 -0.10130
H 0.48216 0.14238 -1.22337
H 6.00674 -3.37006 0.97227
H 5.30690 -3.51837 1.08569
H -0.53650 -1.90943 0.81478
H -2.20873 -1.69197 0.43462
H 3.72405 1.52642 -1.58226
H 2.94014 1.67222 -0.24209
O 2.85342 1.45818 -1.17613

Model x:
19
Properties=species:S:1:pos:R:3 method="wB97M-V/def2-TZVPD" charge=+1 lumo_ha=-0.1157 homo_energy_ev=-13.0
C 1.54351 -0.32902 -0.55991
O 1.09490 -1.58818 -0.34597
C 0.72926 0.58709 0.47047
C -0.22422 1.49833 -0.17069
S -1.01123 2.71096 1.00150
N 0.05422 -0.34682 1.32537
H 2.62298 -0.24655 -0.61363
H 1.15368 0.01277 -1.46964
H 1.65942 -2.19237 -1.03264
H 1.45082 1.11655 1.00545
H 0.21711 2.23083 -0.97686
H -0.96628 1.12075 -0.86138
H -2.37173 2.46853 0.70287
H -0.30884 0.15168 2.03718
H -0.90723 -0.75018 0.83153
H 0.52763 -1.18831 1.61692
H -2.29613 -2.19734 -0.70788
H -1.23495 -1.56330 -1.55442
O -1.73291 -1.49543 -0.69828

Of them, model w has the lowest stability.

Model w:
12
Properties=species:S:1:pos:R:3 method="wB97M-V/def2-TZVPD" multiplicity=3 charge=0 lumo_ha="0.0334 / -0.1136" homo_energy_ev="-6.1 / -8.8"
C -0.97715 -2.34560 -0.59238
C 0.14380 1.92223 0.18906
C -0.62945 -2.64441 0.64228
N 0.93221 0.96197 0.08605
O -0.42621 -1.31585 -1.26559
Cl -1.23793 -3.97948 1.52317
H -1.85111 -2.85018 -0.89594
H -0.84195 1.67803 0.39856
H 0.36489 -0.94078 -0.83647
H 0.21394 3.06196 -0.03542
H 0.31953 -2.18139 1.08604
H 1.80962 1.10793 -0.31793

Model x:
12
Properties=species:S:1:pos:R:3 method="wB97M-V/def2-TZVPD" multiplicity=3 charge=0 lumo_ha="0.0325 / -0.1506" homo_energy_ev="-4.6 / -10.3"
C 0.46432 0.40402 -0.88331
C 0.62647 -1.02835 -0.94417
C -0.38838 1.11271 0.06045
N 0.37971 -2.07831 -0.00447
O 1.80594 -0.09474 -0.66727
Cl 0.84292 -1.83588 -2.60078
H 0.40448 0.90027 -1.82824
H -1.33322 1.02002 -0.32870
H -0.11476 2.17308 0.12078
H -0.33793 0.79496 1.21178
H -0.12302 -1.70976 0.81506
H 1.19437 -2.42974 0.36430

Of them, model x has the lowest stability.